7 unconnected molecules or ions with the total composition C14H28Cl14 in a non-equilibrium geometry. Source: the OMol25 dataset; level of theory: ωB97M-V/def2-TZVPD.

Summary:
Energy above the lowest of the compared OMol25 structures with the same formula, charge and spin: 124.93 kJ/mol
Structure (SMILES): ClCCCl.ClCCCl.ClCCCl.ClCCCl.ClCCCl.ClCCCl.ClCCCl
E: -6992.91567 Ha
LUMO level: 0.34 eV
HOMO-LUMO gap: 11.057 eV

The geometry in ORCA input format:
```
! RIJCOSX wB97M-V def2-TZVPD def2/J DEFGRID3
* xyz 0 1
Cl -1.97 1.28 -5.53
C -2.28 0.39 -4.05
C -3.21 -0.78 -4.26
Cl -3.68 -1.50 -2.76
H -2.69 1.08 -3.31
H -1.28 0.09 -3.72
H -2.68 -1.48 -4.92
H -4.09 -0.46 -4.81
Cl 3.20 -6.26 -0.92
C 1.95 -5.38 0.07
C 2.73 -4.33 0.75
Cl 1.79 -3.47 1.98
H 1.45 -6.14 0.68
H 1.24 -4.87 -0.59
H 3.07 -3.52 0.12
H 3.65 -4.86 1.09
Cl 2.76 1.90 5.94
C 1.89 2.92 4.80
C 0.63 3.55 5.31
Cl -0.84 2.45 5.39
H 1.59 2.17 4.03
H 2.62 3.54 4.31
H 0.24 4.39 4.74
H 0.79 3.90 6.33
Cl -1.79 3.03 -0.57
C -2.57 3.79 0.82
C -3.13 2.74 1.80
Cl -4.40 1.71 1.08
H -3.44 4.35 0.46
H -1.81 4.31 1.33
H -3.57 3.32 2.61
H -2.45 2.04 2.21
Cl 1.16 5.55 1.72
C 1.26 3.83 1.14
C 2.47 3.73 0.30
Cl 2.34 4.66 -1.18
H 0.33 3.58 0.65
H 1.24 3.21 2.08
H 2.73 2.74 0.01
H 3.35 4.11 0.83
Cl 0.19 -0.41 -1.06
C -0.86 -1.48 -0.18
C -1.85 -0.73 0.65
Cl -1.25 -0.12 2.25
H -0.22 -2.04 0.48
H -1.36 -2.20 -0.85
H -2.69 -1.33 0.89
H -2.16 0.20 0.10
Cl 2.52 -4.04 -5.36
C 1.99 -4.66 -3.80
C 1.10 -3.70 -3.05
Cl -0.44 -3.36 -3.89
H 2.80 -5.08 -3.20
H 1.38 -5.52 -4.06
H 1.57 -2.77 -2.77
H 0.71 -4.09 -2.11
*
```

A molecular structure, C49H72GeN6OP3PtS in a non-equilibrium geometry. Source: the OMol25 dataset; level of theory: ωB97M-V/def2-TZVPD.

Summary:
Energy above the lowest of the compared OMol25 structures with the same formula, charge and spin: 394.75 kJ/mol
E: -5931.17295 Ha
LUMO level (alpha / beta): -13.35 / -13.36 eV
HOMO-LUMO gap (alpha / beta): 3.634 / 3.543 eV

The geometry in ORCA input format:
```
! RIJCOSX wB97M-V def2-TZVPD def2/J DEFGRID3
* xyz 4 2
Pt 0.46 0.93 -0.06
C -2.05 0.99 3.11
C -0.60 1.32 3.44
C -0.34 1.13 4.93
P 0.52 0.34 2.30
C -0.10 -1.39 2.50
N -1.16 -1.81 1.63
Ge -1.51 -0.99 -0.17
N -1.12 -2.74 -1.30
C 0.19 -2.96 -1.82
P 1.48 -1.81 -1.09
C 2.82 -3.02 -0.52
C 2.93 -4.29 -1.36
C 2.60 -3.41 0.94
C 2.17 -1.01 -2.64
C 2.59 -1.89 -3.82
C 1.15 0.04 -3.06
C -2.21 -3.22 -1.91
C -2.26 -3.92 -3.14
C -3.48 -4.23 -3.70
C -4.67 -3.89 -3.07
C -4.65 -3.26 -1.82
C -3.44 -2.95 -1.24
N -3.28 -2.41 0.08
C -2.77 -3.41 0.99
C -3.27 -4.70 1.02
C -2.82 -5.59 1.99
C -1.87 -5.18 2.93
C -1.33 -3.92 2.87
C -1.74 -3.01 1.87
C -4.44 -1.74 0.58
C -5.50 -2.41 1.17
C -6.67 -1.73 1.50
C -6.78 -0.37 1.22
C -5.72 0.33 0.70
C -4.50 -0.32 0.40
N -3.37 0.29 0.05
C -3.34 1.70 -0.12
P -1.73 2.45 -0.73
C -2.10 4.21 -0.16
C -1.03 5.23 -0.52
C -2.36 4.30 1.34
C -2.15 2.48 -2.56
C -1.06 3.05 -3.47
C -2.53 1.09 -3.06
C 2.19 0.34 3.15
C 2.39 -0.76 4.19
C 3.31 0.31 2.12
H -2.71 1.75 3.51
H -2.34 0.04 3.56
H -2.19 0.92 2.03
H -0.41 2.37 3.19
H -0.55 0.12 5.26
H -1.03 1.79 5.47
H 0.66 1.41 5.23
H -0.41 -1.49 3.55
H 0.77 -2.04 2.36
H 0.20 -2.86 -2.92
H 0.49 -3.98 -1.58
H 3.74 -2.44 -0.60
H 2.20 -5.03 -1.05
H 3.91 -4.73 -1.20
H 2.82 -4.11 -2.43
H 1.61 -3.85 1.08
H 2.73 -2.56 1.61
H 3.34 -4.17 1.22
H 3.06 -0.48 -2.28
H 1.80 -2.57 -4.15
H 3.48 -2.47 -3.60
H 2.82 -1.24 -4.66
H 0.25 -0.44 -3.44
H 1.55 0.67 -3.85
H 0.89 0.67 -2.18
H -1.35 -4.20 -3.65
H -3.51 -4.75 -4.65
H -5.62 -4.15 -3.52
H -5.58 -3.05 -1.32
H -4.00 -5.02 0.30
H -3.22 -6.59 2.03
H -1.55 -5.86 3.70
H -0.57 -3.65 3.58
H -5.44 -3.47 1.35
H -7.49 -2.27 1.93
H -7.71 0.15 1.44
H -5.83 1.39 0.52
H -3.54 2.18 0.85
H -4.12 2.04 -0.82
H -3.01 4.47 -0.70
H -0.19 5.17 0.18
H -1.45 6.23 -0.43
H -0.66 5.12 -1.53
H -1.61 3.74 1.91
H -3.36 3.96 1.62
H -2.30 5.34 1.65
H -3.03 3.14 -2.62
H -0.20 2.40 -3.50
H -0.75 4.05 -3.18
H -1.46 3.13 -4.48
H -1.70 0.39 -2.92
H -2.75 1.14 -4.12
H -3.41 0.69 -2.56
H 2.22 1.31 3.67
H 2.55 -1.74 3.74
H 1.57 -0.84 4.90
H 3.28 -0.53 4.77
H 3.32 -0.62 1.57
H 4.27 0.43 2.61
H 3.17 1.11 1.39
O 3.35 1.13 -0.81
S 4.49 1.70 -1.60
C 5.53 2.64 -0.38
C 6.90 1.98 -0.40
C 6.68 0.49 -0.61
C 5.75 0.37 -1.80
H 5.03 2.54 0.58
H 5.56 3.68 -0.69
H 7.42 2.18 0.54
H 7.50 2.39 -1.21
H 6.22 0.04 0.27
H 7.62 -0.02 -0.80
H 5.25 -0.59 -1.89
H 6.27 0.60 -2.73
N 3.83 7.78 -0.30
C 3.34 6.75 -0.24
C 2.72 5.47 -0.18
C 2.40 4.87 1.04
C 1.77 3.64 1.02
N 1.46 3.00 -0.11
C 1.77 3.57 -1.27
C 2.39 4.80 -1.36
H 2.64 5.35 1.97
H 1.51 3.14 1.95
H 1.50 3.03 -2.17
H 2.61 5.24 -2.32
*
```